Entry 1:
ORCA calculation (ωB97M-V/def2-TZVPD) on a 2-piece molecular cluster, C3H13N2O overall in a non-equilibrium geometry.

Values from the calculation:
ΔE to the lowest compared entry with this formula, charge and spin ... 29.7 kJ/mol
Gap between HOMO and LUMO ... 0.4270 hartree
Spin multiplicity ... 1
LUMO level ... -2.7 eV
Strongest force on any atom ... 2.3 eV/A
E_HOMO ... -14.36 eV
Electronic energy ... -8343.674 eV
Charge ... +1

The geometry in XYZ format:
```
19
C3H13N2O (ωB97M-V/def2-TZVPD)
C -0.99608 -0.11859 -0.93393
C -1.00097 -0.85801 0.39911
C -1.27649 0.02453 1.61726
N -0.26119 1.13690 1.66799
N 0.26522 0.63952 -1.02288
H -1.82089 0.59093 -0.92955
H -1.14583 -0.79230 -1.78167
H -0.01679 -1.32086 0.59248
H -1.57165 -1.78404 0.41311
H -2.23426 0.54579 1.54615
H -1.18862 -0.53615 2.53990
H 0.44772 0.90622 2.34468
H -0.63898 2.02913 1.94929
H 0.31532 1.31917 -1.75704
H 0.28470 1.10329 0.05018
H 1.06337 0.01824 -1.14576
H 2.82225 -1.49720 -2.21867
H 3.95644 -0.70243 -1.62857
O 2.99672 -0.70415 -1.70209
```

Entry 2:
ORCA calculation (ωB97M-V/def2-TZVPD) on one molecule with the formula C2H6O in a non-equilibrium geometry.

Values from the calculation:
ΔE to the lowest compared entry with this formula, charge and spin ... 68.7 kJ/mol
Gap between HOMO and LUMO ... 0.4157 hartree
Structure (SMILES) ... CCO
Spin multiplicity ... 1
LUMO level ... 1.0 eV
Strongest force on any atom ... 3.2 eV/A
E_HOMO ... -10.34 eV
Electronic energy ... -4217.755 eV

The geometry in XYZ format:
```
9
C2H6O (ωB97M-V/def2-TZVPD)
C -0.31499 0.43665 -0.16067
O -0.27461 1.48650 0.81934
C 0.58850 -0.81523 -0.27190
H -0.40639 0.98827 -1.09573
H -1.28055 -0.08481 -0.07489
H -0.90060 1.17076 1.47945
H 1.11600 -0.76624 -1.21820
H 0.09286 -1.72640 0.03829
H 1.37978 -0.68949 0.48430
```

Entry 3:
ORCA calculation (ωB97M-V/def2-TZVPD) on a 2-piece molecular cluster, C5H10ClNO2S overall in a non-equilibrium geometry.

Values from the calculation:
ΔE to the lowest compared entry with this formula, charge and spin ... 53.6 kJ/mol
Gap between HOMO and LUMO ... 0.3952 hartree
Structure (SMILES) ... C/C=C/S(N)(=O)=O.C=CCl
Spin multiplicity ... 1
LUMO level ... 0.7 eV
Strongest force on any atom ... 2.5 eV/A
E_HOMO ... -10.02 eV
Electronic energy ... -34287.256 eV

The geometry in XYZ format:
```
20
C5H10ClNO2S (ωB97M-V/def2-TZVPD)
C -0.42078 3.42735 0.09586
C -0.40905 2.11776 -0.74598
C 1.44455 -2.54901 1.42002
C 0.13444 0.95243 -0.46014
C 0.40133 -2.39981 2.19711
N -1.26490 -1.13950 -1.08807
O 0.00108 -0.10987 -2.96286
O 1.30127 -1.28613 -1.23974
S 0.18257 -0.46779 -1.59685
Cl -1.27878 -1.95672 1.83344
H -0.25583 4.25040 -0.53857
H 0.39585 3.58790 0.78809
H -1.01374 2.33786 -1.66493
H 2.39487 -2.85559 1.86051
H -1.38973 3.63695 0.45739
H 1.64608 -2.36369 0.35775
H 0.72951 0.85233 0.39956
H 0.49922 -2.76529 3.21403
H -1.22065 -2.00659 -0.49048
H -1.87732 -1.26303 -1.83614
```

Entry 4:
ORCA calculation (ωB97M-V/def2-TZVPD) on C65H50BiClF5N3O4P2S3Te as an isolated structure in a non-equilibrium geometry.

Values from the calculation:
ΔE to the lowest compared entry with this formula, charge and spin ... 501.7 kJ/mol
Gap between HOMO and LUMO ... 0.2680 hartree
Spin multiplicity ... 1
LUMO level ... -0.7 eV
Strongest force on any atom ... 4.6 eV/A
E_HOMO ... -7.95 eV
Electronic energy ... -171203.537 eV

The geometry in XYZ format:
```
135
C65H50BiClF5N3O4P2S3Te (ωB97M-V/def2-TZVPD)
Bi -1.35276 -0.40397 -1.08824
O -1.62779 0.16115 1.98608
S -0.17956 0.41791 1.75296
C 0.25947 1.87643 2.73327
C 0.73605 1.76407 4.01567
C 1.23964 2.85876 4.74300
C 1.29996 4.06958 4.11877
C 1.86135 5.39230 4.57216
C 1.64968 6.34789 3.37111
C 0.95065 5.51067 2.33106
C 0.50911 5.80623 1.07631
C -0.12280 4.79162 0.33388
C -0.30615 3.49606 0.77889
P -1.35621 2.36591 -0.26105
C -3.01265 2.88120 0.34698
C -3.94855 1.92182 0.71621
C -5.21873 2.30689 1.11880
C -5.55486 3.64789 1.18380
C -4.61392 4.61234 0.84789
C -3.35226 4.23234 0.42520
C -1.24393 3.21619 -1.87851
C 0.01728 3.39238 -2.45236
C 0.14308 4.02431 -3.67662
C -0.99087 4.44441 -4.36020
C -2.24631 4.23201 -3.81328
C -2.37729 3.62611 -2.57072
C 0.20405 3.14569 2.07359
C 0.78352 4.19896 2.81356
C 0.69639 -0.82623 2.73418
C -0.05715 -1.30761 3.77363
C 0.40830 -2.25485 4.69463
C 1.69659 -2.67198 4.58233
C 2.50061 -3.61035 5.44387
C 3.88100 -3.69376 4.75778
C 3.76051 -2.81935 3.53760
C 4.63930 -2.56463 2.53322
C 4.21242 -1.76001 1.47279
C 2.96877 -1.16687 1.37960
P 2.68260 -0.38207 -0.27911
C 3.42377 -1.67869 -1.35390
C 4.16904 -1.36405 -2.48947
C 4.61320 -2.36923 -3.33450
C 4.27903 -3.69101 -3.08922
C 3.50904 -4.01011 -1.98103
C 3.09093 -3.01295 -1.11687
C 4.00073 0.90209 -0.15945
C 5.33522 0.77990 -0.53518
C 6.20307 1.85137 -0.37237
C 5.76160 3.04694 0.17410
C 4.43863 3.16992 0.57259
C 3.57151 2.10421 0.40151
C 2.02951 -1.33827 2.47173
C 2.48321 -2.22199 3.49709
H 0.74939 0.79214 4.48667
H 1.59228 2.71416 5.75585
H 2.91713 5.29234 4.82785
H 1.34090 5.74507 5.46380
H 2.59638 6.72873 2.98382
H 1.04395 7.21140 3.64913
H 0.62205 6.79269 0.64442
H -0.47728 5.05437 -0.65258
H -3.68969 0.87525 0.68470
H -5.95057 1.54981 1.36583
H -6.54657 3.94711 1.49761
H -4.86673 5.66363 0.90514
H -2.63908 4.99606 0.14924
H 0.90063 3.04102 -1.92848
H 1.12591 4.18402 -4.10167
H -0.89311 4.92722 -5.32518
H -3.13681 4.52897 -4.35247
H -3.35981 3.44739 -2.16006
H -1.06970 -0.92824 3.86146
H -0.24717 -2.61475 5.47842
H 2.02219 -4.58857 5.51800
H 2.58890 -3.21531 6.45741
H 4.14225 -4.71742 4.48563
H 4.66897 -3.32300 5.41576
H 5.63639 -2.98662 2.51728
H 4.89713 -1.62381 0.64557
H 4.38070 -0.33111 -2.73184
H 5.20985 -2.11475 -4.20111
H 4.59611 -4.47140 -3.76856
H 3.22971 -5.03967 -1.79631
H 2.49004 -3.26538 -0.25677
H 5.70409 -0.14053 -0.96712
H 7.23614 1.74872 -0.68001
H 6.44607 3.87732 0.28917
H 4.07357 4.09300 1.00661
H 2.53868 2.19756 0.70073
F -4.65950 1.58213 -3.19324
Te -4.07304 -0.30114 -3.02644
F -5.08252 -1.97538 -2.73953
F -5.52033 -0.23533 -4.33023
F -5.28062 -0.05520 -1.51502
F -3.50842 -1.55484 -4.45197
O -2.91906 0.61906 -1.79909
S -0.58487 -2.94205 0.62472
C -0.45655 -4.36149 1.49299
N -1.22866 -4.51631 2.61098
C -1.20903 -5.61491 3.39627
C -0.38411 -6.65365 3.10312
C 0.43777 -6.55941 1.95756
C 0.41050 -5.44063 1.17845
H -1.86597 -3.75255 2.79657
H -1.87003 -5.61605 4.24953
H -0.37296 -7.53219 3.72912
H 1.09412 -7.38218 1.70537
H 1.02885 -5.34074 0.29868
Cl -5.01789 -6.78542 1.79557
C -4.37200 -5.75532 0.55116
C -4.70494 -4.41081 0.54577
C -4.13827 -3.57415 -0.40190
C -3.23751 -4.08211 -1.32982
C -2.94760 -5.44245 -1.33673
C -3.50905 -6.28838 -0.39440
C -2.46506 -3.19013 -2.25378
O -1.63045 -3.61143 -3.01080
O -2.71278 -1.87975 -2.09644
H -5.40577 -4.03019 1.27696
H -4.40232 -2.52485 -0.42238
H -2.25340 -5.81839 -2.07580
H -3.28504 -7.34641 -0.39155
C -0.37493 2.09407 -7.70768
C -1.23217 1.62755 -6.57737
C -2.62458 1.64887 -6.61197
C -3.28382 1.14862 -5.51818
N -2.63057 0.67042 -4.44788
C -1.28592 0.69067 -4.47158
S -0.18827 0.08671 -3.26039
N -0.60027 1.16755 -5.50822
H -0.96321 2.28756 -8.60198
H 0.38319 1.33940 -7.91066
H 0.14574 3.00760 -7.41530
H -3.17640 2.01011 -7.46652
H -4.36217 1.09853 -5.46762
```